(1)
{"formula": "C4H8O2", "method": "ωB97M-V/def2-TZVPD", "de_lowest_ev": 2.339, "homo_energy_ev": -9.472, "total_charge": 0, "lumo_ev": 1.01, "symbols": ["C", "O", "C", "C", "C", "O", "H", "H", "H", "H", "H", "H", "H", "H"], "xyz": [[0.013, 1.146, -1.626], [-0.270, -0.124, -1.075], [0.547, -0.479, -0.003], [0.334, 0.201, 1.326], [-0.174, -1.197, 1.094], [-1.542, -1.401, 0.948], [1.017, 1.184, -2.073], [-0.063, 1.938, -0.868], [-0.731, 1.318, -2.407], [1.554, -0.794, -0.283], [-0.434, 0.969, 1.360], [1.190, 0.371, 1.973], [0.323, -2.032, 1.582], [-1.765, -1.100, 0.053]]}

=====

(2)
{"formula": "C5H12N3", "method": "ωB97M-V/def2-TZVPD", "de_lowest_ev": 2.426, "homo_energy_ev": -12.635, "total_charge": 1, "lumo_ev": -2.99, "symbols": ["C", "C", "C", "C", "C", "N", "N", "N", "H", "H", "H", "H", "H", "H", "H", "H", "H", "H", "H", "H"], "xyz": [[2.177, 0.493, 1.212], [0.853, 1.176, 1.003], [-0.955, 0.816, -0.507], [-1.959, -0.338, -0.364], [1.022, -0.658, -0.442], [2.123, -0.674, 0.260], [0.311, 0.407, -0.032], [-1.557, -1.498, -1.225], [3.008, 1.116, 1.005], [2.256, 0.168, 2.200], [0.106, 1.202, 1.704], [1.041, 2.224, 0.562], [-0.962, 0.966, -1.574], [-1.175, 1.645, 0.140], [-1.966, -0.704, 0.709], [-2.910, -0.051, -0.657], [-0.494, -1.505, -1.168], [2.973, -1.157, 0.199], [-1.966, -2.299, -0.829], [-1.927, -1.331, -2.199]]}

=====

(3)
{"formula": "C11H20BClNO4", "method": "ωB97M-V/def2-TZVPD", "homo_energy_ev": [-9.184, -9.891], "multiplicity": 2, "total_charge": 0, "lumo_ev": [0.07, -0.41], "symbols": ["C", "C", "C", "C", "C", "C", "C", "O", "Cl", "B", "O", "O", "C", "C", "C", "C", "N", "O", "H", "H", "H", "H", "H", "H", "H", "H", "H", "H", "H", "H", "H", "H", "H", "H", "H", "H", "H", "H"], "xyz": [[0.738, -2.430, 2.155], [0.456, -1.516, 0.829], [-0.015, -2.552, -0.300], [-0.788, -0.586, 1.216], [-0.995, 0.668, 0.232], [-1.769, 1.802, 1.126], [-2.324, 2.984, 0.218], [-1.609, 3.705, -0.497], [-4.134, 3.302, 0.186], [-2.000, 0.328, -0.999], [-3.372, -0.040, -0.662], [-1.684, 0.403, -2.404], [0.409, 1.328, -0.191], [1.628, 0.320, -0.411], [1.693, -0.120, -1.967], [2.980, 1.217, -0.190], [1.736, -0.803, 0.557], [2.596, -1.729, 0.173], [-0.218, -2.486, 2.778], [1.150, -3.461, 1.892], [1.511, -1.840, 2.777], [0.729, -3.411, -0.480], [-0.325, -2.084, -1.290], [-0.961, -3.068, 0.116], [-0.632, -0.231, 2.298], [-1.742, -1.229, 1.143], [-1.033, 2.195, 1.922], [-2.588, 1.252, 1.718], [-3.923, 0.689, -1.046], [-1.538, -0.529, -2.703], [0.625, 2.169, 0.550], [0.232, 1.851, -1.205], [1.886, 0.862, -2.545], [2.607, -0.778, -2.202], [0.716, -0.531, -2.374], [3.560, 1.353, -1.171], [2.724, 2.279, 0.176], [3.677, 0.716, 0.575]]}

=====

(4)
{"formula": "C25H36As2BrN2O8P2SiTa", "method": "ωB97M-V/def2-TZVPD", "de_lowest_ev": 6.250, "homo_energy_ev": -12.755, "total_charge": 2, "lumo_ev": -8.01, "symbols": ["Ta", "Br", "C", "C", "C", "C", "C", "C", "N", "C", "C", "C", "C", "C", "C", "N", "H", "H", "H", "H", "H", "H", "H", "H", "H", "C", "As", "C", "C", "C", "C", "C", "C", "C", "As", "C", "C", "H", "H", "H", "H", "H", "H", "H", "H", "H", "H", "H", "H", "H", "H", "H", "H", "O", "P", "O", "O", "O", "P", "O", "O", "O", "H", "H", "C", "Si", "C", "C", "O", "H", "H", "H", "H", "H", "H", "H", "H", "H"], "xyz": [[-0.562, 1.549, 1.071], [0.796, -6.857, -2.815], [1.089, -5.323, -1.771], [0.427, -4.147, -2.083], [0.682, -3.009, -1.336], [1.577, -3.035, -0.272], [2.221, -4.228, 0.039], [1.981, -5.370, -0.711], [1.870, -1.795, 0.379], [2.261, -1.793, 1.582], [2.806, -0.584, 2.242], [3.194, -0.672, 3.569], [3.780, 0.428, 4.178], [3.981, 1.571, 3.425], [3.574, 1.560, 2.097], [2.971, 0.526, 1.513], [-0.273, -4.123, -2.912], [0.178, -2.074, -1.551], [2.950, -4.269, 0.842], [2.492, -6.295, -0.475], [2.265, -2.700, 2.194], [3.042, -1.597, 4.116], [4.103, 0.385, 5.212], [4.465, 2.444, 3.846], [3.750, 2.427, 1.464], [-3.587, 1.764, -1.212], [-1.708, 2.241, -1.104], [-1.886, 3.955, -1.971], [-1.026, 1.249, -2.606], [-1.725, 1.128, -3.787], [-1.179, 0.398, -4.829], [0.064, -0.206, -4.679], [0.773, -0.074, -3.495], [0.237, 0.659, -2.454], [1.144, 1.003, -0.756], [1.511, 2.902, -1.291], [2.877, 0.461, -1.392], [-3.684, 0.685, -1.175], [-3.968, 2.150, -2.141], [-4.133, 2.208, -0.384], [-2.281, 3.747, -2.951], [-0.933, 4.465, -2.056], [-2.581, 4.569, -1.410], [-2.696, 1.595, -3.906], [-1.719, 0.301, -5.764], [0.492, -0.777, -5.494], [1.734, -0.555, -3.392], [1.229, 3.051, -2.320], [2.578, 3.081, -1.182], [0.998, 3.630, -0.664], [3.008, 0.975, -2.331], [2.879, -0.614, -1.493], [3.605, 0.760, -0.658], [-1.273, 0.182, 4.674], [-1.008, 0.967, 3.391], [-2.142, 1.250, 2.429], [0.127, 0.398, 2.548], [-0.494, 2.486, 3.841], [-0.144, 3.423, 2.562], [0.283, 4.793, 3.081], [-1.309, 3.392, 1.559], [0.928, 2.697, 1.730], [-2.029, 0.414, 5.259], [0.044, 5.089, 3.989], [-2.742, -1.936, -1.196], [-2.468, -1.309, 0.529], [-4.091, -0.731, 1.235], [-1.672, -2.497, 1.697], [-1.358, -0.013, 0.358], [-3.811, -2.113, -1.370], [-2.240, -2.899, -1.345], [-2.376, -1.243, -1.958], [-4.240, -1.167, 2.231], [-4.927, -1.061, 0.610], [-4.162, 0.352, 1.348], [-2.253, -3.426, 1.757], [-1.626, -2.070, 2.707], [-0.657, -2.750, 1.388]]}